{
  "formula": "C6H14N2O2",
  "method": "ωB97M-V/def2-TZVPD",
  "elements": ["C", "N", "C", "C", "O", "H", "H", "H", "H", "H", "H", "H", "C", "N", "C", "C", "O", "H", "H", "H", "H", "H", "H", "H"],
  "xyz": [[-2.030, 2.373, -0.459], [-0.728, 2.589, -1.029], [0.075, 1.580, -1.430], [1.443, 1.939, -1.968], [-0.302, 0.414, -1.479], [-2.854, 2.468, -1.175], [-2.123, 1.325, -0.168], [-2.175, 3.025, 0.386], [-0.414, 3.541, -1.136], [1.526, 2.777, -2.658], [2.135, 2.024, -1.118], [1.773, 1.001, -2.408], [0.304, -2.872, -0.427], [-0.106, -1.827, 0.475], [0.368, -1.695, 1.739], [0.163, -0.329, 2.343], [0.921, -2.605, 2.329], [-0.375, -3.731, -0.431], [0.330, -2.448, -1.419], [1.292, -3.277, -0.206], [-0.753, -1.177, 0.065], [-0.153, -0.389, 3.387], [1.131, 0.171, 2.313], [-0.597, 0.279, 1.866]],
  "atomic_forces_ev_per_a": [[-0.6, -0.8, -0.4], [0.2, 0.4, 0.1], [-0.3, -0.2, -1.2], [0.5, -1.0, 0.8], [0.0, 0.3, 0.6], [0.2, 0.5, -0.1], [0.3, 0.1, 0.3], [-0.2, 0.2, 0.3], [0.1, -0.2, 0.1], [-0.2, 0.0, 0.2], [-0.2, 0.5, -0.1], [0.0, 0.2, -0.5], [-0.1, -0.7, 0.0], [0.2, -0.2, -0.1], [-0.8, -0.3, -0.2], [-0.2, 0.1, 0.7], [0.4, 0.2, 0.0], [0.0, 0.1, 0.0], [0.0, 0.1, -0.4], [0.0, 0.3, 0.3], [0.4, 0.5, 0.2], [0.3, -0.3, 0.0], [-0.1, 0.2, 0.0], [0.1, 0.1, -0.5]],
  "energy_ev": -13524.956,
  "e_lumo_ev": 0.58,
  "de_lowest_kj_mol": 64.5
}